(1)
Entry from the OMol25 dataset: a 8-piece molecular cluster, C14H42BF4O14 overall in a non-equilibrium geometry (wB97M-V/def2-TZVPD).

```
75
Properties=species:S:1:pos:R:3:forces:R:3
B 0.0608 -0.0132 0.4693 -0.124 -0.341 0.003
F 0.0487 1.0813 -0.3966 0.217 0.421 -0.192
F -1.1108 -0.7231 0.2978 -0.544 0.034 0.450
F 1.0982 -0.9171 0.0431 0.197 0.228 0.220
F 0.3068 0.4118 1.7714 -0.045 -0.248 -0.175
C -5.1785 -0.9663 -0.9282 1.142 0.101 0.566
C -4.3316 -1.0351 0.3482 0.432 -0.712 0.937
O -4.8858 -2.0077 1.2663 -0.845 0.112 -0.004
O -5.1042 -2.2217 -1.6057 -0.494 0.269 0.350
H -4.8020 -0.2057 -1.6103 0.106 -0.021 0.007
H -6.1932 -0.6925 -0.6236 -0.141 -0.201 -0.160
H -4.2634 -0.1148 0.9304 -0.432 0.206 -0.341
H -3.2958 -1.3731 0.2836 0.021 0.418 -1.144
H -4.6602 -2.8896 0.9590 0.257 0.048 0.060
H -5.4327 -2.8477 -0.9490 -0.027 -0.212 -0.326
C -0.7494 -3.4603 -1.5170 0.987 -1.531 0.085
C -1.3278 -2.4975 -2.4961 -1.952 0.459 -0.100
O -1.1375 -2.8377 -3.8615 0.916 0.116 -0.226
O -1.4065 -4.7516 -1.6128 -0.459 0.319 -0.170
H -0.7634 -3.1617 -0.4673 -0.219 0.569 -0.206
H 0.2912 -3.6854 -1.7818 0.110 0.615 -0.030
H -1.0185 -1.4716 -2.2951 0.609 -0.181 -0.214
H -2.4228 -2.4431 -2.4040 0.062 -0.130 0.710
H -1.8206 -3.4594 -4.1160 -0.020 -0.121 0.160
H -0.7713 -5.4008 -1.3068 -0.042 -0.078 0.012
C 2.9450 1.5070 -3.4778 0.239 0.702 -0.889
C 1.5607 0.8872 -3.5099 0.175 -0.088 0.853
O 1.5237 -0.2185 -2.6238 -0.399 -0.339 -0.657
O 3.8113 0.9259 -4.4770 -0.093 0.244 0.242
H 3.4532 1.4054 -2.5220 -0.303 -0.253 0.167
H 2.8559 2.5852 -3.6793 0.056 -0.037 0.034
H 1.3319 0.5691 -4.5293 0.158 -0.353 0.060
H 0.7814 1.6213 -3.2733 0.129 0.068 0.283
H 1.2970 0.0671 -1.7327 0.026 0.180 -0.182
H 3.7415 1.4983 -5.2439 0.069 -0.167 -0.130
C 3.7317 0.7451 2.5820 0.189 -0.575 -0.127
C 3.5525 1.6334 1.3448 0.609 -0.411 0.873
O 3.3151 0.8931 0.1581 -0.423 0.247 0.579
O 4.8147 -0.1889 2.4352 -0.434 0.958 -0.368
H 2.8515 0.1200 2.7818 -0.378 0.440 -0.163
H 3.8594 1.3972 3.4488 0.331 -0.156 0.050
H 4.4959 2.1516 1.1625 -0.116 0.224 0.125
H 2.7682 2.3378 1.6506 -0.146 0.134 -0.660
H 2.5157 0.3868 0.3501 -0.010 -0.096 -0.398
H 4.5559 -0.5666 1.5764 0.521 -0.612 0.223
C 0.1434 2.4653 4.5853 0.740 0.235 0.464
C -0.1928 3.8437 4.0329 -1.070 -1.168 -0.039
O -0.6815 4.6753 5.0902 0.525 0.097 0.008
O 1.3500 2.4549 5.3553 0.022 0.073 -0.050
H 0.2977 1.7325 3.7957 -0.029 0.198 -0.216
H -0.6723 2.0936 5.2110 -0.240 0.183 -0.088
H -1.0284 3.6381 3.3539 0.096 0.303 -0.317
H 0.6304 4.2930 3.4800 0.159 -0.025 0.126
H -0.5229 5.5858 4.8293 -0.085 0.038 0.106
H 1.2327 3.0473 6.1046 -0.085 0.026 -0.038
C -2.0094 2.0867 -2.2925 0.708 -0.535 -1.313
C -2.7947 3.0010 -3.2262 -0.270 1.308 1.920
O -4.1116 2.6046 -3.5324 -0.091 -0.645 -0.882
O -2.6096 1.7819 -1.0656 -0.507 0.363 0.291
H -1.0291 2.5472 -2.1254 -0.040 0.114 -0.097
H -1.8236 1.1480 -2.8361 0.063 0.008 -0.041
H -2.2037 3.2313 -4.1122 -0.256 -0.623 -0.311
H -2.9028 3.9881 -2.7446 0.316 -0.037 0.196
H -4.5856 2.3880 -2.7255 0.254 0.013 0.197
H -1.9020 1.3665 -0.5470 -0.317 0.024 -0.032
C 2.2879 -3.2288 2.7020 -0.159 0.225 -1.248
C 3.0184 -3.3681 1.3420 0.397 0.255 1.738
O 3.3967 -2.1120 0.8036 -0.767 -0.137 -0.562
O 0.9088 -2.9360 2.5764 -0.331 -0.361 0.181
H 2.7935 -2.4301 3.2508 0.167 -0.173 0.229
H 2.3373 -4.1898 3.2160 0.098 0.109 0.186
H 2.4476 -4.0198 0.6767 0.021 0.186 -0.247
H 3.9546 -3.8516 1.6385 0.068 -0.156 -0.476
H 2.6139 -1.6859 0.3953 0.578 -0.441 0.219
H 0.7648 -2.2248 1.9495 0.124 0.292 -0.090
```
Positions in Å, forces in eV/Å.

Results
Max |F| = 0.0455 hartree/bohr
LUMO level = 2.372 eV
Orbital gap = 9.5281 eV
Energy = -2036.50842 hartree
Highest occupied orbital energy = -7.16 eV
Charge = -1
2S+1 = 1

---

(2)
Entry from the OMol25 dataset: a 7-piece molecular cluster, C14H42O10 overall in a non-equilibrium geometry (wB97M-V/def2-TZVPD).

```
66
Properties=species:S:1:pos:R:3:forces:R:3
C 0.7360 1.6375 5.7348 0.797 -0.012 0.034
O 1.2748 2.8988 5.3860 0.086 0.458 -0.366
C 0.7328 3.4221 4.1611 -0.163 -1.141 -0.038
C 1.0085 2.5049 2.9598 0.299 0.889 0.060
O 2.3842 2.1379 2.8719 -0.397 -0.865 0.278
C 2.5445 0.9159 2.1447 0.025 0.249 0.734
H -0.3514 1.5625 5.7247 -0.287 0.471 0.094
H 1.1285 1.4262 6.7295 -0.230 0.005 0.079
H 1.0845 0.8304 5.0903 0.222 -0.008 -0.279
H 1.0239 4.4378 3.8931 0.494 -0.010 0.869
H -0.3388 3.4022 4.3595 -0.387 0.377 -0.618
H 0.8322 3.0555 2.0357 -0.762 0.065 -0.025
H 0.2791 1.7021 3.0670 0.479 -0.725 -0.460
H 2.2127 0.9888 1.1090 -0.006 0.096 -0.084
H 1.9824 0.1209 2.6347 -0.265 -0.132 -0.087
H 3.5922 0.6241 2.2174 0.088 0.242 -0.213
C -3.4119 -3.3026 -0.7275 -0.303 -0.510 -0.304
O -4.0807 -2.0930 -0.8937 0.484 1.490 -0.423
C -3.2648 -0.9056 -0.8101 -0.991 0.513 0.443
C -3.3685 -0.1900 0.5340 0.706 -0.914 0.221
O -4.5997 0.4800 0.7685 0.584 0.435 -0.120
C -4.5172 1.2709 1.9631 -0.204 -0.170 -0.422
H -2.5936 -3.5102 -1.4170 0.296 0.533 -0.383
H -4.1814 -4.0228 -1.0055 0.121 -0.436 0.562
H -2.9966 -3.4505 0.2693 -0.246 -0.064 0.293
H -3.5997 -0.1219 -1.4897 -0.548 -0.443 -0.632
H -2.2327 -1.0967 -1.1040 0.133 -0.276 0.471
H -2.5157 0.4884 0.5564 -0.009 0.401 0.085
H -3.2078 -0.9160 1.3309 0.095 -0.206 0.265
H -5.0506 0.7534 2.7605 0.023 0.011 0.193
H -4.9639 2.2519 1.8016 -0.222 -0.113 -0.187
H -3.4918 1.4724 2.2732 0.134 -0.219 -0.064
C 3.1428 0.1662 -1.8231 -0.330 -0.947 -0.028
O 2.5089 -1.1171 -1.6553 -1.474 0.594 0.306
C 3.2958 -2.2444 -1.9483 0.283 0.270 0.952
C 2.5643 -3.6274 -1.7776 -0.220 1.543 1.065
O 1.9000 -3.7192 -0.4597 0.741 0.698 -1.837
C 0.9957 -4.7934 -0.4005 0.391 -0.441 0.359
H 3.3501 0.3317 -2.8803 0.381 -0.032 -0.146
H 4.0387 0.2281 -1.2054 0.238 -0.013 -0.111
H 2.4716 0.9689 -1.5174 -0.266 -0.393 0.210
H 4.1348 -2.1646 -1.2571 0.478 -0.510 -0.004
H 3.6563 -2.0724 -2.9625 0.263 -0.793 -0.351
H 3.2784 -4.4480 -1.8466 0.240 0.069 -0.108
H 1.8882 -3.6912 -2.6301 -0.623 -0.269 0.281
H 1.5203 -5.7478 -0.4443 0.229 -0.289 -0.508
H 0.2484 -4.7418 -1.1924 -0.202 0.002 0.074
H 0.5569 -4.8398 0.5962 -0.301 0.595 -0.125
O -0.7364 4.3641 -0.1982 0.167 -1.318 -0.324
H -1.2255 5.0875 -0.5903 -0.485 0.720 -0.395
H -0.2923 4.7547 0.5544 0.412 0.602 0.750
O 0.0502 -1.0516 0.5037 -0.287 -0.562 0.268
H -0.0971 -0.1784 0.1404 0.004 0.769 0.061
H 0.6211 -1.4828 -0.1322 0.420 -0.212 -0.176
C -0.4577 1.5203 -1.7712 -0.974 0.682 0.577
O -0.2837 1.6743 -0.3252 0.379 -1.443 -2.188
H -1.2923 2.1468 -2.0860 -0.242 0.113 0.099
H 0.3455 1.8643 -2.4228 0.640 -0.123 0.496
H -0.7507 0.5124 -2.0654 0.335 -0.252 0.510
H -0.3211 2.6261 -0.2061 -0.245 0.957 0.314
C 0.5203 0.2872 -5.1352 -0.606 -0.773 -0.431
O -0.1591 -0.3088 -6.2677 0.413 0.442 0.311
H 1.1605 -0.4657 -4.6754 0.162 0.064 0.180
H 1.1163 1.1521 -5.4263 -0.149 0.123 0.104
H -0.2690 0.5427 -4.4281 0.241 0.229 -0.059
H 0.4697 -0.3083 -6.9931 -0.060 -0.092 -0.099
```
Positions in Å, forces in eV/Å.

Results
Max |F| = 0.0515 hartree/bohr
LUMO level (alpha / beta) = 2.217 / 2.188 eV
Orbital gap (alpha / beta) = 2.0089 / 9.1746 eV
Energy = -1310.78062 hartree
Highest occupied orbital energy (alpha / beta) = 0.21 / -6.99 eV
Charge = -1
2S+1 = 2